Below is a 11-piece molecular cluster, H22O11 overall in a non-equilibrium geometry, with properties calculated with the ωB97M-V functional and the def2-TZVPD basis.

Output
LUMO energy, eV: 0.0
Relative energy (zero: lowest compared OMol25 entry of this formula, charge and spin), eV: 1.748
E_HOMO, eV: -10.42
Spin multiplicity: 1
SMILES string: O.O.O.O.O.O.O.O.O.O.O
Gap between HOMO and LUMO, eV: 10.41
Electronic energy, eV: -22879.7655

Bonds (Å) are listed after each position.
Atoms and positions in Å:
1 O 2.8195 -1.7855 0.7047  H2 0.953, H3 0.971
2 H 3.4235 -1.5275 0.0137  O1 0.953
3 H 1.9645 -1.4235 0.4207  O1 0.971
4 O 2.6915 1.0435 0.6547  H5 0.937, H6 0.970
5 H 2.6645 0.7775 1.5527  O4 0.937
6 H 3.5995 0.8455 0.3757  O4 0.970
7 O 0.1505 -0.3595 0.0677  H8 0.937, H9 0.940
8 H -0.6445 -0.6565 -0.3293  O7 0.937
9 H -0.0045 0.5595 0.1917  O7 0.940
10 O -2.3275 -1.1845 -0.8423  H11 0.953, H12 0.953
11 H -1.8485 -1.4905 -1.6073  O10 0.953
12 H -2.8965 -1.8925 -0.5543  O10 0.953
13 O 0.3065 2.4315 0.5517  H14 0.938, H15 0.969
14 H 0.0205 3.1835 0.0697  O13 0.938
15 H 1.2405 2.2315 0.3867  O13 0.969
16 O -2.3815 -1.0685 2.4097  H17 0.953, H18 0.953
17 H -3.3215 -1.2225 2.3897  O16 0.953
18 H -2.0565 -1.8405 1.9557  O16 0.953
19 O 2.3875 0.9845 -2.0203  H20 0.966, H21 0.946
20 H 1.9955 1.8665 -2.0573  O19 0.966
21 H 2.3965 0.7595 -1.1013  O19 0.946
22 O -2.4525 1.3325 1.0857  H23 0.933, H24 0.968
23 H -2.2625 0.5445 1.5487  O22 0.933
24 H -2.9125 1.8315 1.7757  O22 0.968
25 O -0.4665 -1.5005 -3.0113  H26 0.932, H27 0.964
26 H -0.5635 -2.0435 -3.7623  O25 0.932
27 H 0.4155 -1.7225 -2.6913  O25 0.964
28 O 0.1905 -0.2865 3.1987  H29 0.968, H30 0.958
29 H -0.6015 -0.5365 2.7007  O28 0.968
30 H 0.5735 -1.1505 3.3537  O28 0.958
31 O -0.6385 1.2805 -2.7803  H32 0.952, H33 0.941
32 H -1.1805 1.5885 -2.0603  O31 0.952
33 H -0.2805 0.4315 -2.5903  O31 0.941